Computed, not measured: 11 unconnected molecules or ions with the total composition C100H210F9N8O6 at a distorted geometry, with ωB97M-V/def2-TZVPD.

Highest occupied orbital energy (Eh): -0.40144
2S+1: 1
Net charge: +5
Gap between HOMO and LUMO (eV): 1.759
E_LUMO (Ha): -0.337

CARTESIAN COORDINATES (ANGSTROEM)
C1 21.00023 22.74432 6.54131
C2 21.99290 21.76539 5.85467
C3 23.31241 22.41433 5.27486
C4 24.31646 21.38650 4.81068
N1 25.24576 21.88212 3.70333
C5 25.83999 23.25276 4.15581
C6 27.04549 23.41741 3.31774
C7 27.48219 21.99674 2.83819
C8 26.41569 21.06089 3.57204
C9 24.51815 22.02168 2.32491
C10 23.66206 20.75410 1.96719
C11 23.25936 20.63895 0.49976
H1 20.14627 22.25857 7.01343
H2 20.55315 23.33233 5.73977
H3 21.44503 23.31432 7.35701
H4 21.56739 21.34346 4.94416
H5 22.17748 20.92990 6.52993
H6 23.73131 23.23605 5.85573
H7 22.99417 22.96115 4.38728
H8 23.89493 20.43098 4.49862
H9 24.92444 21.23277 5.70221
H10 25.10554 24.05318 4.24528
H11 26.29636 22.99990 5.11282
H12 26.74852 23.85278 2.36362
H13 27.83806 24.03291 3.74329
H14 27.56922 21.92908 1.75378
H15 28.45383 21.72356 3.24977
H16 26.31011 20.05906 3.15576
H17 26.71567 20.78112 4.58192
H18 25.07589 22.48598 1.51161
H19 23.87694 22.89822 2.41768
H20 22.83584 20.75725 2.67812
H21 24.33577 19.90292 2.06573
H22 22.53356 21.42494 0.29112
H23 22.67836 19.78323 0.15583
H24 23.95930 20.60944 -0.33528
C12 13.72950 18.12615 -0.14152
C13 13.46350 16.64320 -0.04824
C14 14.63480 15.78855 0.14462
C15 15.49231 15.93139 1.37472
N2 16.99099 15.79883 1.07301
C16 17.29887 14.63659 0.02032
C17 18.69437 14.07039 0.47528
C18 19.02542 14.72049 1.85740
C19 17.91380 15.52534 2.29569
C20 17.40875 17.18386 0.48088
C21 18.84279 17.41384 0.05358
C22 18.91390 18.51251 -0.91665
H25 13.79309 18.57256 0.85084
H26 12.87135 18.65604 -0.55493
H27 14.54570 18.35879 -0.82547
H28 12.91796 16.25593 -0.90878
H29 12.72714 16.40008 0.71776
H30 15.32906 15.94510 -0.68096
H31 14.28753 14.75726 0.08162
H32 15.28006 15.05399 1.98564
H33 15.20845 16.71416 2.07814
H34 17.32210 14.98098 -1.01359
H35 16.61280 13.80281 0.16938
H36 19.50016 14.19098 -0.24877
H37 18.65452 13.00652 0.70915
H38 19.80831 15.47860 1.87913
H39 19.49214 14.09120 2.61520
H40 18.29345 16.40886 2.80889
H41 17.29340 14.99403 3.01742
H42 17.12067 17.82379 1.31491
H43 16.80057 17.35750 -0.40686
H44 19.32893 16.51939 -0.33594
H45 19.50684 17.67690 0.87695
H46 18.76224 17.96837 -1.84886
H47 19.87321 19.02312 -1.00095
H48 18.26407 19.38155 -0.81370
C23 17.97577 5.99891 -0.36377
C24 18.42558 6.85957 -1.66068
C25 17.82242 8.31942 -1.75141
C26 18.31936 9.17272 -3.04424
N3 17.75924 10.62140 -3.06814
C27 18.43651 11.61354 -2.06693
C28 19.61235 12.33081 -2.82243
C29 19.62119 11.69568 -4.20319
C30 18.20021 11.33351 -4.38778
C31 16.20438 10.68351 -3.17503
C32 15.50077 9.90200 -4.20985
C33 13.95158 9.80335 -4.09476
H49 17.88640 6.55912 0.56697
H50 18.77026 5.30116 -0.09914
H51 17.06270 5.41049 -0.45420
H52 18.22431 6.32412 -2.58852
H53 19.51376 6.85035 -1.59837
H54 18.09680 8.87472 -0.85449
H55 16.74002 8.24718 -1.85758
H56 18.02287 8.67347 -3.96670
H57 19.40815 9.16239 -3.09461
H58 17.62891 12.30124 -1.81601
H59 18.66062 11.09994 -1.13200
H60 19.52277 13.41528 -2.75921
H61 20.57166 12.16685 -2.33157
H62 19.92320 12.40250 -4.97605
H63 20.25885 10.83499 -4.40497
H64 17.63535 12.25355 -4.53805
H65 17.95780 10.80393 -5.30913
H66 16.01312 11.74359 -3.34160
H67 15.87728 10.37743 -2.18133
H68 15.93096 8.90309 -4.13761
H69 15.82367 10.34175 -5.15350
H70 13.36112 10.69398 -3.87975
H71 13.66476 9.06147 -3.34948
H72 13.52504 9.30782 -4.96689
C34 31.39476 15.53607 -2.24481
C35 30.47656 16.00661 -3.37697
C36 29.42803 17.01993 -2.86787
C37 28.31209 16.48216 -2.04283
N4 27.47991 17.58070 -1.28904
C38 28.43845 18.09967 -0.12288
C39 27.56999 18.60762 0.93245
C40 26.49059 17.52012 1.03257
C41 26.20578 17.09806 -0.45004
C42 27.16436 18.77467 -2.25507
C43 26.03780 18.49813 -3.33560
C44 25.46902 19.71674 -4.11794
H73 32.15328 14.85656 -2.63342
H74 31.00223 14.91022 -1.44337
H75 32.06524 16.31850 -1.88933
H76 29.90762 15.26450 -3.93703
H77 31.06010 16.52897 -4.13506
H78 28.94764 17.60068 -3.65531
H79 29.92067 17.71291 -2.18582
H80 28.62519 15.82789 -1.22919
H81 27.69935 15.78630 -2.61590
H82 29.02568 18.85869 -0.63974
H83 29.04328 17.24076 0.16790
H84 27.34636 19.67333 0.88386
H85 28.06233 18.58925 1.90474
H86 25.56185 17.92705 1.43252
H87 26.87561 16.67612 1.60487
H88 25.31087 17.61918 -0.79018
H89 26.14314 16.00988 -0.45670
H90 28.09317 19.28330 -2.51333
H91 26.78004 19.39661 -1.44661
H92 25.19465 17.96139 -2.90073
H93 26.60041 17.84839 -4.00598
H94 25.13006 20.51061 -3.45237
H95 24.63511 19.48871 -4.78180
H96 26.21655 20.22462 -4.72735
C45 24.11402 11.26925 -8.83590
C46 23.65261 12.64974 -8.49577
C47 24.59872 13.83276 -8.88600
C48 24.06009 15.09205 -8.22026
N5 24.91399 16.38465 -8.42826
C49 24.92569 16.75062 -9.90098
C50 24.79577 18.25325 -9.98097
C51 24.43359 18.76859 -8.62162
C52 24.24597 17.59584 -7.76958
C53 26.38223 16.12099 -7.97651
C54 26.49280 15.49104 -6.58944
C55 27.96605 15.69354 -6.04430
H97 24.36383 11.17364 -9.89257
H98 23.42439 10.53517 -8.41920
H99 25.10354 11.21329 -8.38224
H100 23.43186 12.72549 -7.43105
H101 22.71707 12.87698 -9.00687
H102 24.57359 14.06530 -9.95060
H103 25.59331 13.61216 -8.49839
H104 24.17320 15.03282 -7.13777
H105 23.01178 15.30401 -8.43050
H106 25.74360 16.29512 -10.45923
H107 23.94987 16.37221 -10.20542
H108 25.75395 18.63708 -10.33120
H109 23.98283 18.45207 -10.67932
H110 25.24149 19.38203 -8.22280
H111 23.67202 19.54790 -8.59367
H112 24.65937 17.87141 -6.79940
H113 23.16332 17.47504 -7.73253
H114 26.86811 17.09615 -7.94376
H115 26.95775 15.69557 -8.79864
H116 26.35489 14.41696 -6.46517
H117 25.83832 15.97070 -5.86164
H118 28.09695 15.44543 -4.99103
H119 28.34148 16.71679 -6.03389
H120 28.78924 15.21980 -6.57912
C56 24.13712 28.11935 -1.35157
C57 24.18400 26.64940 -1.93313
C58 22.90787 26.31158 -2.65829
C59 21.65746 26.06118 -1.73320
N6 20.39331 25.53627 -2.51586
C60 19.82410 26.56434 -3.52500
C61 18.41181 26.92538 -3.09561
C62 18.02516 25.67564 -2.21027
C63 19.28130 25.35461 -1.42987
C64 20.73662 24.08259 -3.11279
C65 21.60869 23.04567 -2.36375
C66 21.66766 21.62968 -3.05054
H121 23.70890 28.79634 -2.09078
H122 25.13343 28.43717 -1.04426
H123 23.51034 28.11885 -0.45980
H124 24.49279 25.90361 -1.20065
H125 24.98361 26.53908 -2.66563
H126 23.14981 25.39501 -3.19629
H127 22.70416 26.95525 -3.51403
H128 21.40923 26.97428 -1.19216
H129 21.84932 25.23916 -1.04358
H130 19.72793 26.12387 -4.51739
H131 20.44526 27.45713 -3.59686
H132 17.79427 27.19062 -3.95374
H133 18.47571 27.90541 -2.62279
H134 17.58476 24.91204 -2.85143
H135 17.22386 25.90685 -1.50845
H136 19.12717 24.35814 -1.01585
H137 19.46032 26.10805 -0.66281
H138 21.09019 24.12928 -4.14279
H139 19.77374 23.67447 -3.42006
H140 21.10863 22.96983 -1.39820
H141 22.63345 23.40039 -2.25360
H142 22.43809 21.63918 -3.82155
H143 20.68017 21.50859 -3.49583
H144 22.02379 20.87533 -2.34896
C67 14.88564 17.58854 -7.77861
C68 15.76003 18.75978 -7.98654
C69 17.21134 18.24369 -8.04764
C70 17.75449 18.21107 -6.62887
N7 19.14780 17.58821 -6.20947
C71 20.33010 18.41189 -6.94216
C72 21.04389 19.21847 -5.88626
C73 20.92490 18.27194 -4.68408
C74 19.46269 17.78443 -4.68650
C75 19.17526 16.17743 -6.74251
C76 20.53857 15.42030 -6.30268
C77 20.64840 14.07953 -6.87842
H145 13.85901 17.94596 -7.69874
H146 15.00778 17.12647 -6.79899
H147 14.85554 16.76553 -8.49264
H148 15.63486 19.63779 -7.35287
H149 15.47982 19.11087 -8.97966
H150 17.84785 18.98673 -8.52811
H151 17.37769 17.27432 -8.51749
H152 17.01036 17.80470 -5.94386
H153 17.87452 19.27633 -6.43163
H154 20.98980 17.74874 -7.50174
H155 20.03090 19.11877 -7.71604
H156 22.03197 19.47063 -6.27125
H157 20.54702 20.12728 -5.54673
H158 21.78994 17.60876 -4.68696
H159 20.89876 18.90450 -3.79680
H160 19.17615 16.84716 -4.20950
H161 18.76519 18.49423 -4.24178
H162 19.19386 16.26976 -7.82844
H163 18.19335 15.72015 -6.62069
H164 20.49566 15.23485 -5.22943
H165 21.41559 16.05355 -6.43658
H166 20.65209 14.10244 -7.96817
H167 19.71897 13.53912 -6.69891
H168 21.50936 13.56689 -6.44941
C78 23.76732 9.32787 0.25522
C79 23.39841 8.48383 -1.01095
C80 24.08766 9.06622 -2.21787
C81 25.17606 8.13107 -2.79002
N8 25.92915 8.69672 -3.98321
C82 24.94753 8.88737 -5.16268
C83 25.70670 8.72099 -6.48836
C84 26.92901 7.80969 -6.16443
C85 26.89357 7.74639 -4.61451
C86 26.61078 10.08100 -3.59844
C87 27.66191 10.65502 -4.54756
C88 27.37151 12.13806 -4.83785
H169 23.44180 8.80569 1.15492
H170 23.35800 10.33737 0.29348
H171 24.82093 9.50733 0.46922
H172 22.31410 8.55381 -1.09731
H173 23.51905 7.40917 -0.87443
H174 24.59103 10.02119 -2.06704
H175 23.38144 9.06879 -3.04813
H176 24.60502 7.35184 -3.29482
H177 25.88638 7.77964 -2.04167
H178 24.42861 9.83762 -5.03684
H179 24.25250 8.04844 -5.19780
H180 25.99032 9.68794 -6.90391
H181 24.93335 8.28495 -7.12072
H182 27.93103 8.21840 -6.29485
H183 26.80190 6.84753 -6.66059
H184 27.89360 7.92794 -4.22070
H185 26.56274 6.73387 -4.38329
H186 27.01742 9.94605 -2.59618
H187 25.90536 10.90898 -3.52828
H188 27.72898 10.03004 -5.43807
H189 28.66658 10.54538 -4.13926
H190 28.01273 12.69066 -5.52455
H191 27.23379 12.78203 -3.96928
H192 26.47639 12.22458 -5.45378
C89 29.39695 10.44336 0.21762
O1 28.73912 11.65921 -0.04597
O2 29.09764 9.99118 1.53348
C90 29.33549 9.35023 -0.96884
F1 28.16385 8.76420 -1.13787
F2 29.59442 9.87973 -2.13591
F3 30.24908 8.40773 -0.78042
C91 27.30975 11.78044 0.10278
C92 27.09622 13.26930 0.14787
H193 27.73714 13.77139 -0.57686
H194 26.04353 13.55014 0.18046
H195 27.36694 13.62046 1.14360
H196 26.79370 11.34951 0.96074
H197 26.86319 11.20094 -0.70521
H198 30.40347 10.86058 0.24841
C93 23.32474 15.18928 -3.06884
O3 23.56275 16.19419 -2.10319
O4 23.35205 15.84382 -4.32508
C94 24.43935 14.01546 -2.75471
F4 24.05421 13.12945 -1.80296
F5 24.59188 13.17866 -3.84999
F6 25.69641 14.46963 -2.40128
C95 22.50951 16.79440 -1.39685
C96 22.78904 16.84025 0.07531
H199 23.82530 16.97183 0.38669
H200 22.26236 17.70207 0.48515
H201 22.50249 15.95303 0.63999
H202 21.51602 16.34926 -1.45101
H203 22.41320 17.85276 -1.63915
H204 22.36475 14.68553 -2.95589
C97 23.90420 17.05710 4.11556
O5 22.75542 17.75737 4.51624
O6 25.04270 17.89138 4.24768
C98 23.97102 15.60716 4.55205
F7 22.95235 14.92464 4.05255
F8 25.04268 14.95674 4.11583
F9 23.89002 15.39228 5.85073
C99 21.51264 17.54859 3.85669
C100 20.58321 18.79596 4.20413
H205 19.55736 18.63628 3.87211
H206 20.67124 19.07977 5.25285
H207 20.80898 19.60787 3.51282
H208 21.05141 16.63286 4.22655
H209 21.45304 17.53092 2.76846
H210 23.69320 16.89259 3.05891

Forces on the atoms, in the same order (eV/Å):
0.1836 -0.5466 -0.7466
0.5279 0.4526 0.1373
-1.6385 0.5199 -0.6401
0.1441 0.0555 0.7035
-1.8753 1.6587 -0.7188
0.4628 -1.6239 0.9054
0.4333 0.1731 -3.0641
-0.2256 -0.7244 2.3405
2.6812 -0.6422 -0.7440
-1.4747 0.5157 0.5218
2.2151 0.0989 -0.5587
-1.7758 0.9150 -0.8984
0.1530 -0.5205 -0.1319
0.1578 0.7032 0.3339
0.1967 0.3127 -0.4124
-0.4789 -0.2074 0.2384
0.4490 -0.0076 -0.0501
0.2004 -0.5023 0.6349
-0.4438 0.1441 -0.2800
0.0910 -0.0862 0.1028
0.5383 -0.5715 -0.4265
0.0989 -0.2867 -0.2762
-0.8485 0.1339 0.5928
0.1142 0.8335 0.0930
-0.1972 -0.1878 0.1382
-0.4171 -0.1591 0.1080
0.0512 0.0253 -0.1194
-0.8525 0.1664 -0.4337
0.3751 0.4472 0.0828
1.3295 -1.0936 0.1573
-0.6912 -0.1873 0.7393
-0.0801 -0.5776 -0.3899
-0.2297 -0.3059 1.0952
0.0909 0.5385 -0.3714
-0.1973 -0.6710 1.1653
1.0266 0.6726 0.6093
-0.9498 0.3818 -0.0162
-1.8522 0.3769 0.0780
1.4888 -0.8982 -0.8170
-0.0537 -1.8981 1.4379
1.0336 1.1017 -1.3983
1.5176 -0.2498 1.9907
0.0794 0.1860 1.1124
2.8599 0.2767 -1.1243
-3.2477 -0.1593 1.2660
-0.3355 -0.8852 0.4928
0.9934 -0.7406 2.3387
0.4689 0.9282 -2.0710
0.7449 0.0743 -0.0367
-0.1560 -0.1929 -0.1545
0.3440 0.0757 0.3204
0.2620 0.2253 -0.4603
0.0062 0.3936 0.4604
-0.2187 -0.0632 -0.5127
0.2202 -0.1260 -0.0658
0.1901 -0.1951 0.1433
0.7719 0.7050 -0.4580
-0.3237 0.3210 0.3326
-0.5233 0.5989 -0.0812
-0.1022 0.2747 -0.0198
-0.3843 -0.0952 -0.4485
0.7357 -0.2343 -1.3277
-0.8554 -0.6841 -0.0098
-0.6935 0.4658 -0.4187
-0.3151 0.0678 -0.0332
0.0017 0.4537 -0.4346
-0.4139 -0.0478 0.2971
-0.2414 -0.0942 -0.3080
-0.3036 -0.1609 0.6134
-0.3461 0.8793 -0.7066
0.4470 -0.5517 0.1885
-0.6918 -0.4858 0.2105
0.4043 0.5358 -0.7164
-0.4452 -0.1075 1.1544
0.8454 0.0476 -1.4640
-0.4835 -0.9604 1.5277
0.6819 0.5799 -2.7439
-0.9684 -0.3484 -0.2051
0.6152 -1.2205 1.2988
0.3758 0.6352 -0.9164
-0.5344 -0.4662 -0.6363
0.3342 0.9865 2.7952
0.1898 -0.7171 -0.9526
0.1458 -0.8614 0.2898
-0.1282 0.6200 -0.2699
0.0510 -0.1419 -0.4638
-0.0134 0.2324 -0.4042
-0.3614 -0.1380 0.1025
0.1015 0.5958 -0.0368
-0.1912 0.0095 0.0847
-0.0595 -0.0324 0.3675
-0.3769 0.2106 0.0527
0.0188 0.6037 0.3016
0.0477 0.1622 -0.1056
0.3335 -0.2063 -0.3213
-0.4921 -0.0027 -0.5730
-0.0609 -0.3015 0.2364
-0.0875 0.0963 0.1036
0.2317 -0.0136 0.7937
-0.3682 0.0818 0.7590
0.1726 -0.7881 0.4307
-0.0649 0.0768 0.4487
-0.2197 0.2290 0.0983
-0.3753 -0.3014 -0.4420
-0.3988 -0.3223 -0.4013
0.4751 0.2592 -0.1608
0.3047 0.1909 0.5278
0.3065 0.4571 -0.4311
1.0463 -1.0246 -0.7984
-0.8319 0.7724 0.5271
0.2643 0.9542 0.6119
-1.3418 -1.4748 1.3031
0.7039 -0.6719 -0.5578
0.2719 0.2173 -2.6372
-0.1608 -0.2222 2.1445
-0.5457 0.8456 -1.5421
1.4799 0.3685 0.6098
-1.9613 0.1346 2.4495
1.4764 0.1922 0.1297
0.9234 0.3707 0.5548
-0.0694 -0.2169 -0.4956
-0.6023 0.5421 0.1361
-0.6039 0.4074 0.3541
0.3871 -0.6708 0.3076
0.1654 0.0102 0.0806
0.4067 0.0301 -0.4064
0.4974 0.3610 -0.4167
0.4186 0.0910 0.0445
-0.7411 0.5484 -0.1512
0.4049 -0.1281 0.4341
-0.0640 0.1310 -0.0038
-0.8327 -0.1170 -0.6955
0.5030 -0.1825 -0.0181
0.1191 -0.4011 0.6104
-0.2861 0.1725 0.1458
0.4041 -0.3556 -0.5253
-0.1702 0.1478 -0.7703
-0.0619 -0.5713 -0.6635
-0.4912 0.8219 -0.3872
0.2526 -0.2988 0.0569
-0.6627 -0.3498 -0.4974
-0.2010 -0.0918 0.3095
-0.0068 -0.4893 0.1610
0.2326 -0.2108 -0.1055
1.3312 0.5564 0.0639
-0.6445 1.6711 -0.6228
-0.7728 0.1617 0.4943
1.3364 0.7572 1.7623
0.4163 -0.7082 -0.7078
-1.6132 -0.2111 0.5061
0.5300 0.2000 -1.4314
1.7941 2.2172 -0.3673
-0.5501 -0.5576 1.1479
-0.5589 0.8122 0.5827
2.2950 0.2052 0.8477
0.1731 0.7227 0.0436
-0.6766 -0.3402 -0.1157
0.2578 -0.1966 -0.4077
0.0343 -0.6854 0.3855
0.1505 0.0066 0.1881
-0.3323 -0.1336 0.0122
0.4105 -0.7314 -0.2161
0.1681 0.1200 -0.3862
-0.5644 -0.4982 0.2369
0.1451 0.2081 -0.3790
-0.1730 0.0174 0.2461
0.3251 -0.4399 -0.6008
-0.3657 0.4959 -0.1970
0.4608 0.3064 -0.3202
0.5505 -0.2156 -0.1077
-0.7462 -0.6425 -0.1962
-0.2051 -1.1194 0.2970
0.1262 -1.0436 0.4523
-0.3567 0.4244 0.2978
-0.5401 -0.8841 0.1211
-0.5176 -0.0191 -0.6676
-0.3127 0.1028 -0.1308
-0.5235 -0.5719 -0.0806
-0.6066 0.5833 -0.3113
-0.4425 -0.6517 -0.2824
0.2426 -1.6284 -0.0283
0.4285 1.8130 0.1519
-1.0180 -1.7226 -0.1182
0.5859 -0.2135 -1.8213
1.4986 -1.2786 1.3943
-0.1406 -0.4403 -0.6852
0.3270 -0.1550 0.8007
-1.0686 2.2357 -0.2812
-0.7374 0.2837 -1.7141
-0.5179 0.3832 -1.7660
-0.5882 0.3635 0.4021
0.1154 1.9432 0.0520
0.1964 0.0533 0.0453
-0.1253 0.1551 -0.1415
-0.0669 0.1849 0.0277
-0.5094 0.0066 0.4286
0.0468 0.4412 -0.1931
-0.3519 -0.5554 0.0815
-0.1571 0.6930 0.4721
-0.3661 -0.1351 -0.0992
0.1739 0.2915 0.1807
0.6436 -0.3855 0.1240
0.3532 -0.4205 0.1959
-0.1697 -0.7983 -0.0849
-0.2734 -0.3401 0.9826
0.5972 -0.3984 0.0163
-0.0196 0.1628 0.0326
1.0817 -0.0826 -0.0149
-0.0073 -0.2061 -0.0264
0.8198 1.1632 0.0584
-0.5547 -0.1631 1.0138
0.4935 -0.3628 0.3981
-0.1510 0.1779 0.2698
-0.2192 0.1201 -0.3150
0.0706 -0.8855 0.0590
-0.6541 -0.0536 0.1454
-2.3874 -0.5304 1.8694
1.1578 -0.7219 -2.0301
1.6607 0.4694 0.2984
0.4724 0.9136 1.3362
-0.0928 1.6302 -2.1843
-0.8505 0.6952 -0.3328
-0.8248 -0.9902 0.7136
0.0206 1.1752 1.1166
0.1950 -1.0419 -1.8661
2.2094 -0.1768 -0.1625
-2.3069 1.5179 1.2995
-0.4939 -0.9344 -1.3524
-0.2422 -0.0922 -0.2259
0.3394 -0.1984 0.2342
0.5439 0.4485 -0.4000
-0.0417 -0.3820 0.4612
0.3947 0.3242 -0.1498
-0.0314 -0.1698 -0.6124
-0.6778 0.1152 -0.3999
0.2121 -0.2154 0.1872
0.0667 -0.0503 0.7478
-0.1654 -0.4284 0.6298
-1.2136 -0.3633 -0.0188
0.1734 -0.1295 0.5231
-0.2383 0.2665 -0.8824
-0.4562 -0.9256 0.4938
0.8907 -0.2083 0.3755
0.6595 -0.1991 0.0181
0.1211 0.4647 -0.5732
0.2766 0.2668 -0.1227
0.2264 -0.3830 0.9776
0.0619 0.4960 0.2863
-0.0954 -0.0833 -0.1680
0.6254 -0.0968 -0.1787
0.0745 -0.3218 0.3674
-0.0893 -0.1590 -0.2925
0.1113 -0.8644 0.6410
-0.0576 1.3068 1.6337
1.0833 -0.8183 -1.7130
-0.4053 -0.2288 -0.4357
-0.4708 2.3011 -1.3657
0.4749 0.1802 0.1273
0.2192 0.7008 0.3966
-0.8361 1.0691 1.0035
0.7142 -1.7412 0.3463
0.0771 -0.1565 0.2118
0.9204 -0.1966 -0.2758
-0.5299 0.1647 -1.1487
-0.2795 0.0569 0.0284
-0.4659 -0.0708 -0.4501
0.3575 -0.4221 -0.6087
-0.1590 0.2566 -0.2978
0.6899 0.0359 0.0700
-0.7208 0.2429 0.3316
-0.2277 0.8666 -0.0224
0.4334 -0.7540 0.6336
0.0655 -0.0420 -0.1708
-0.0253 -0.1367 -0.0375
-0.1606 0.0978 0.8536
0.0880 -0.0999 -0.0347
0.6018 -0.1563 -0.5464
-0.3670 0.1249 -1.2941
0.3374 -0.0099 0.3796
-0.2250 -0.1973 0.3580
0.0995 0.1100 0.6635
0.0205 -0.3105 -0.1403
-0.9135 -0.7692 0.0714
-0.2260 0.5207 -0.3508
-0.1357 0.0493 0.3724
1.0720 -0.5178 0.3056
0.0480 -0.3600 0.2389
-0.7788 -0.2369 0.3652
0.0262 -1.6217 5.2870
-2.0435 0.9310 -1.0265
0.0750 0.2078 -4.3167
0.9221 1.4791 3.3661
-2.0290 -1.1413 0.1580
0.6925 1.3930 -2.5952
0.1347 -0.4572 0.2155
0.9955 -0.5112 -0.1234
-0.4145 0.2206 0.7694
-0.4092 0.1709 -0.2253
-0.2629 0.0455 -0.9150
0.7050 -0.1652 0.0973
0.9504 -0.2883 0.6571
-0.4637 0.4492 -0.7963
0.8135 -0.5955 -0.7560
1.0374 1.9635 -3.3506
-0.2021 -0.6304 1.1986
0.1996 -2.2645 1.9445
0.2505 -0.1674 -0.8674
-0.1309 1.0121 0.1676
0.0297 1.2106 0.4150
-1.6819 -0.3936 -0.7107
0.4721 0.2903 0.7316
0.2556 -0.1614 1.4591
0.0370 0.1625 -0.4567
-0.2189 -0.0863 0.3004
-0.2632 -0.1539 -0.1391
-0.0922 -0.4445 -0.9282
-0.0328 0.1808 -0.9538
-0.3928 -0.3021 0.6400
3.5478 2.8623 -2.1081
-1.8873 0.5472 0.4316
-2.5410 -2.1071 -0.0590
0.7732 0.0663 1.5568
-2.0692 -0.6996 -1.2743
0.9229 0.3082 -0.4873
0.2033 0.3393 1.3440
-1.0921 1.4065 1.6107
0.8024 -1.0822 -0.8630
-0.4000 -0.6140 0.5936
-0.2016 0.0381 -0.2275
0.7605 0.4003 0.3676
-0.1412 -0.1696 0.0234
1.0690 -0.3186 -0.4853
0.1290 -0.2629 -1.2372